A cluster of 12 separate species, C36H61Cl33F2O3P in total at a distorted geometry, computed with ωB97M-V with the def2-TZVPD basis set.

```
136
C36H61Cl33F2O3P | the OMol25 dataset | ωB97M-V with the def2-TZVPD basis set
C -4.229 -1.418 1.970
C -4.564 -1.455 0.606
P -4.200 0.006 -0.585
F -3.705 1.239 -1.731
C -4.732 1.343 0.642
C -6.135 1.163 1.328
C -5.964 1.419 2.894
C -7.294 1.959 3.571
C -8.320 0.801 3.894
C -8.934 0.125 2.611
C -5.838 -0.133 -1.552
F -6.796 -1.013 -0.945
C -6.518 1.214 -1.955
C -6.552 1.327 -3.544
O -2.585 0.258 0.066
C -1.564 -0.157 -0.902
C -0.382 -0.526 0.067
O 0.919 -0.483 -0.550
C 1.389 0.846 -0.698
C 2.932 0.904 -0.973
C -2.155 -1.236 -1.892
C -2.067 -0.964 -3.467
C -1.650 0.501 -3.862
C -3.442 -1.256 -4.212
C -3.066 -1.403 -5.760
C -1.724 -2.751 -1.800
C -0.178 -3.006 -1.989
C -2.188 -3.523 -0.514
C -1.544 -4.958 -0.342
C -0.520 -4.943 0.866
O -3.580 -1.235 -1.665
H -3.208 -1.083 2.243
H -5.001 -1.642 2.746
H -5.034 -2.408 0.252
H -3.939 1.403 1.430
H -4.719 2.344 0.140
H -6.603 0.164 1.240
H -6.824 1.979 0.983
H -5.755 0.441 3.412
H -5.086 2.068 3.119
H -7.020 2.386 4.574
H -7.768 2.734 2.926
H -7.829 -0.002 4.506
H -9.162 1.216 4.512
H -8.244 -0.674 2.245
H -9.009 0.895 1.805
H -9.916 -0.377 2.794
H -5.574 -0.649 -2.509
H -6.022 2.138 -1.598
H -7.593 1.251 -1.626
H -5.511 1.647 -3.831
H -7.225 2.134 -3.900
H -6.721 0.339 -4.027
H -1.232 0.846 -1.302
H -0.357 0.193 0.932
H -0.473 -1.539 0.527
H 1.073 1.544 0.123
H 0.904 1.259 -1.631
H 3.171 0.200 -1.806
H 3.248 1.914 -1.343
H 3.528 0.708 -0.055
H -1.333 -1.640 -3.983
H -1.296 0.477 -4.931
H -0.771 0.888 -3.284
H -2.504 1.222 -3.855
H -4.142 -0.396 -4.163
H -3.882 -2.235 -3.927
H -2.176 -2.075 -5.890
H -2.870 -0.397 -6.194
H -3.890 -1.907 -6.335
H -2.234 -3.262 -2.662
H 0.283 -2.256 -2.683
H 0.070 -4.031 -2.344
H 0.320 -2.900 -0.990
H -3.293 -3.687 -0.624
H -2.074 -2.957 0.440
H -2.380 -5.638 -0.023
H -1.135 -5.397 -1.278
H 0.319 -5.667 0.764
H -0.198 -3.890 1.024
H -1.109 -5.216 1.776
C 5.676 -2.118 -1.362
Cl 6.514 -3.670 -1.227
Cl 3.931 -2.359 -1.499
Cl 6.061 -1.088 0.022
H 6.023 -1.621 -2.262
C -1.906 -4.008 4.960
Cl -0.152 -4.114 4.747
Cl -2.294 -3.080 6.417
Cl -2.678 -3.288 3.541
H -2.294 -5.014 5.087
C -8.567 2.259 -6.976
Cl -9.251 1.312 -5.649
Cl -7.598 3.603 -6.359
Cl -7.597 1.231 -8.039
H -9.385 2.671 -7.557
C -0.377 4.673 -0.107
Cl -0.928 5.383 1.417
Cl -1.435 3.352 -0.605
Cl -0.288 5.911 -1.369
H 0.619 4.272 0.047
C -3.663 4.328 5.271
Cl -2.875 4.041 3.716
Cl -5.211 5.152 5.043
Cl -3.889 2.809 6.148
H -3.021 4.970 5.863
C 6.409 1.497 3.374
Cl 6.201 0.953 5.043
Cl 7.634 0.522 2.550
Cl 4.873 1.433 2.502
H 6.748 2.527 3.391
C 10.204 -1.901 -2.078
Cl 9.755 -0.760 -0.804
Cl 10.736 -3.434 -1.378
Cl 8.852 -2.159 -3.187
H 11.030 -1.477 -2.640
C 8.066 1.923 8.811
Cl 8.830 1.629 7.245
Cl 6.546 2.801 8.607
Cl 7.796 0.400 9.667
H 8.735 2.534 9.407
C 13.208 0.999 0.675
Cl 11.995 0.231 1.702
Cl 13.788 -0.134 -0.556
Cl 12.551 2.457 -0.081
H 14.054 1.285 1.297
C 17.170 0.436 2.930
Cl 16.730 1.582 4.201
Cl 17.713 -1.093 3.630
Cl 15.807 0.169 1.833
H 17.988 0.859 2.358
C 8.974 1.693 -5.045
Cl 9.495 1.184 -3.434
Cl 9.198 0.386 -6.214
Cl 7.287 2.218 -5.015
H 9.587 2.533 -5.352
```

DFT total energy in a.u.: -17361.29053
Net charge: -1
LUMO energy in eV: 1.1
Energy above the lowest of the compared OMol25 structures with the same formula, charge and spin in kcal/mol: 62.9
Molar mass in g mol⁻¹: 1780.8
HOMO-LUMO gap in eV: 5.40

These are the Mulliken partial charges, in e, on atoms 1 to 99:
1. C -1.78
2. C 0.25
3. P 1.45
4. F -0.75
5. C -1.12
6. C 0.28
7. C 0.42
8. C -0.67
9. C -0.51
10. C -0.87
11. C 0.54
12. F -0.51
13. C -0.48
14. C -0.99
15. O -0.86
16. C 1.18
17. C -1.98
18. O -0.23
19. C 0.25
20. C -0.90
21. C 1.53
22. C -0.43
23. C -1.35
24. C 0.35
25. C -1.46
26. C -0.19
27. C -1.53
28. C 0.32
29. C -0.92
30. C -0.65
31. O -0.92
32. H 0.61
33. H 0.36
34. H 0.60
35. H 0.37
36. H 0.44
37. H -0.34
38. H 0.58
39. H -0.06
40. H -0.27
41. H 0.22
42. H 0.37
43. H 0.27
44. H 0.36
45. H 0.14
46. H 0.22
47. H 0.38
48. H 0.09
49. H 0.10
50. H 0.44
51. H 0.04
52. H 0.33
53. H 0.32
54. H 0.05
55. H 0.59
56. H -0.23
57. H 0.19
58. H -0.15
59. H 0.18
60. H 0.38
61. H 0.07
62. H 0.70
63. H 0.56
64. H 0.06
65. H 0.06
66. H -0.38
67. H 0.46
68. H 0.32
69. H 0.30
70. H 0.40
71. H 0.48
72. H 0.37
73. H 0.39
74. H 0.09
75. H 0.18
76. H -0.43
77. H 0.41
78. H 0.38
79. H 0.31
80. H 0.14
81. H 0.12
82. C -0.09
83. Cl -0.13
84. Cl -0.01
85. Cl -0.01
86. H 0.21
87. C -0.05
88. Cl -0.14
89. Cl -0.16
90. Cl 0.04
91. H 0.29
92. C 0.02
93. Cl -0.10
94. Cl -0.12
95. Cl -0.13
96. H 0.32
97. C 0.08
98. Cl -0.15
99. Cl 0.07

A structure of composition C36H63CdF6O22 at a distorted geometry, computed with ωB97M-V with the def2-TZVPD basis set.

```
128
C36H63CdF6O22 | the OMol25 dataset | ωB97M-V with the def2-TZVPD basis set
Cd -17.817 12.932 -6.918
C -15.679 12.854 -9.442
O -15.182 14.093 -8.752
O -16.847 12.493 -8.681
C -15.963 13.231 -10.986
F -15.055 14.115 -11.510
F -15.854 12.089 -11.662
F -17.189 13.773 -11.261
C -13.814 14.475 -8.918
C -13.651 15.950 -9.343
H -14.292 16.663 -8.825
H -12.686 16.197 -8.900
H -13.775 16.228 -10.390
H -13.243 13.850 -9.604
H -13.341 14.335 -7.945
H -14.897 12.104 -9.326
C -10.409 15.912 -4.947
O -11.569 16.794 -4.912
C -12.402 16.596 -6.019
C -13.326 17.808 -6.242
O -12.624 19.051 -6.446
C -12.240 19.774 -5.247
C -13.463 20.616 -4.939
O -12.946 21.505 -3.968
C -13.346 22.863 -3.931
H -10.671 14.864 -4.803
H -9.762 16.013 -4.075
H -9.785 15.915 -5.840
H -13.014 15.694 -6.014
H -11.767 16.674 -6.902
H -13.838 17.986 -5.296
H -14.090 17.677 -7.008
H -11.482 20.481 -5.585
H -12.064 19.130 -4.385
H -14.239 20.096 -4.378
H -13.898 20.925 -5.890
H -13.014 23.287 -4.878
H -12.933 23.410 -3.083
H -14.433 22.895 -3.863
C -16.224 15.202 -5.569
O -17.175 14.836 -6.620
C -17.638 15.972 -7.478
C -18.453 15.359 -8.591
O -19.071 14.209 -7.933
C -20.243 13.751 -8.442
C -20.714 12.441 -7.812
O -19.553 11.761 -7.478
C -19.774 10.456 -7.010
H -15.194 14.848 -5.603
H -16.624 14.656 -4.715
H -16.413 16.260 -5.383
H -16.733 16.386 -7.924
H -18.112 16.811 -6.968
H -17.886 15.176 -9.504
H -19.224 16.079 -8.864
H -20.052 13.442 -9.470
H -21.035 14.495 -8.532
H -21.262 11.970 -8.629
H -21.327 12.770 -6.973
H -20.335 9.876 -7.743
H -20.241 10.500 -6.026
H -18.723 10.178 -6.928
C -7.223 13.821 -10.090
C -8.682 13.834 -10.129
O -9.142 14.852 -11.017
C -10.333 14.830 -11.543
O -11.245 14.054 -11.132
C -10.681 16.060 -12.341
F -11.834 15.913 -12.918
F -10.605 17.202 -11.585
F -9.747 16.162 -13.274
H -6.779 13.902 -11.082
H -6.903 12.833 -9.761
H -6.826 14.473 -9.312
H -9.127 14.002 -9.148
H -9.010 12.842 -10.441
C -16.854 7.102 -9.910
C -16.018 7.875 -8.888
C -16.401 9.358 -8.642
O -16.391 9.484 -7.266
C -16.087 8.262 -6.769
O -15.803 8.067 -5.625
O -16.174 7.281 -7.695
H -17.742 6.634 -9.486
H -16.337 6.163 -10.106
H -17.040 7.627 -10.847
H -14.967 7.882 -9.174
H -17.314 9.584 -9.193
H -15.690 9.978 -9.188
C -13.515 9.314 -3.842
C -13.809 10.857 -3.541
C -13.047 11.865 -4.292
O -13.964 12.430 -5.213
C -15.119 11.764 -5.211
O -16.094 11.933 -5.947
O -15.078 10.998 -4.150
H -14.269 8.614 -3.481
H -12.622 8.931 -3.347
H -13.467 9.294 -4.931
H -13.841 10.984 -2.459
H -12.285 11.328 -4.856
H -12.564 12.648 -3.707
C -16.014 18.705 -12.268
C -14.775 18.408 -12.969
C -14.935 17.259 -13.936
O -14.640 17.872 -15.201
C -14.253 19.116 -15.068
O -13.917 19.832 -15.990
O -14.451 19.533 -13.829
H -16.084 19.568 -11.606
H -16.270 17.778 -11.755
H -16.882 18.737 -12.927
H -14.070 18.158 -12.176
H -15.863 16.694 -13.851
H -14.013 16.700 -13.777
C -19.060 14.682 -13.599
C -19.952 14.742 -12.423
C -21.121 15.589 -12.734
O -22.199 14.778 -12.443
C -21.853 13.543 -12.441
O -22.633 12.630 -12.297
O -20.463 13.473 -12.359
H -19.375 14.351 -14.588
H -18.201 14.045 -13.387
H -18.648 15.690 -13.546
H -19.535 15.078 -11.473
H -21.127 15.864 -13.789
H -21.177 16.459 -12.080
```

DFT total energy in a.u.: -3831.24985
Net charge: +1
LUMO energy in eV: -2.8
Molar mass in g mol⁻¹: 1074.3
HOMO-LUMO gap in eV: 8.09

These are the Mulliken partial charges, in e, on atoms 1 to 99:
1. Cd 2.59
2. C -0.72
3. O 0.05
4. O -0.19
5. C 0.59
6. F -0.14
7. F -0.29
8. F -0.08
9. C -0.33
10. C -0.76
11. H -0.21
12. H 0.34
13. H 0.13
14. H 0.58
15. H 0.14
16. H 0.52
17. C -0.72
18. O -0.39
19. C 0.15
20. C -0.45
21. O -0.48
22. C -0.20
23. C -0.56
24. O -0.32
25. C -0.69
26. H 0.14
27. H 0.35
28. H 0.34
29. H -0.05
30. H 0.33
31. H 0.41
32. H 0.13
33. H 0.43
34. H 0.14
35. H 0.23
36. H 0.40
37. H 0.31
38. H 0.22
39. H 0.27
40. C -0.60
41. O -0.23
42. C -0.85
43. C 0.28
44. O -0.29
45. C -0.03
46. C -0.91
47. O -0.27
48. C -0.25
49. H -0.04
50. H 0.38
51. H 0.39
52. H 0.08
53. H 0.68
54. H -0.46
55. H 0.70
56. H 0.01
57. H 0.44
58. H 0.43
59. H 0.39
60. H 0.34
61. H 0.30
62. H -0.25
63. C -1.24
64. C -0.08
65. O -0.23
66. C 0.35
67. O -0.61
68. C 1.00
69. F -0.24
70. F -0.26
71. F -0.28
72. H 0.33
73. H 0.39
74. H 0.31
75. H 0.22
76. H 0.30
77. C -1.54
78. C 0.59
79. C -0.16
80. O -0.03
81. C 0.32
82. O -0.53
83. O -0.37
84. H 0.39
85. H 0.41
86. H 0.36
87. H 0.27
88. H 0.19
89. H -0.04
90. C -1.25
91. C 0.24
92. C -0.54
93. O -0.16
94. C 0.00
95. O -1.33
96. O -0.29
97. H 0.35
98. H 0.41
99. H 0.25

Q: Which of these has the highest molar mass?
A: C36H61Cl33F2O3P

Q: Which of these has the highest DFT total energy?
A: C36H63CdF6O22